(1)
{
  "formula": "C10H11BrO",
  "method": "ωB97M-V/def2-TZVPD",
  "elements": ["C", "C", "C", "C", "C", "C", "C", "C", "C", "C", "O", "Br", "H", "H", "H", "H", "H", "H", "H", "H", "H", "H", "H"],
  "xyz": [[1.698, 0.998, 2.430], [0.555, 1.681, 2.444], [2.190, 0.474, 1.207], [-0.301, 1.746, 1.357], [1.383, 0.580, 0.126], [0.125, 1.220, 0.143], [-2.134, -1.106, -0.482], [-1.025, -0.570, -1.023], [0.077, -2.394, -1.937], [-0.702, 1.057, -1.053], [0.024, -1.042, -1.737], [-2.311, 2.193, -1.177], [2.173, 0.899, 3.370], [0.144, 1.848, 3.507], [3.103, -0.120, 1.261], [-1.214, 2.313, 1.273], [1.586, 0.005, -0.765], [-2.467, -2.096, -0.512], [-2.793, -0.405, -0.118], [1.059, -2.759, -2.424], [-0.674, -2.539, -2.731], [-0.273, -3.060, -1.107], [-0.225, 1.078, -2.052]],
  "forces_ev_per_a": [[0.712, 0.715, 1.564], [-3.898, 0.490, 2.615], [1.026, -1.229, -1.620], [-1.579, 2.231, 3.385], [0.710, -0.861, -0.823], [2.449, -1.362, -3.862], [2.569, 0.364, -1.329], [-0.795, 2.510, -0.491], [-0.431, -2.979, -2.097], [-1.136, -2.591, -0.430], [0.110, 0.674, 1.302], [0.553, -0.413, 0.079], [0.791, -0.430, 0.567], [0.530, 0.553, -1.889], [-0.254, 0.163, -0.566], [-0.169, 0.147, 0.860], [0.557, 0.343, -0.050], [-0.007, -1.473, -0.062], [-1.392, 1.387, 0.946], [-1.289, 0.959, 1.289], [0.096, -0.684, 0.024], [0.754, 0.839, -0.208], [0.093, 0.647, 0.795]],
  "mulliken_charge": [-0.287, -0.482, -0.719, -0.537, -0.251, 0.527, -1.131, 0.628, -0.877, -0.222, -0.279, -0.148, 0.431, 0.221, 0.383, 0.331, 0.424, 0.365, 0.327, 0.233, 0.365, 0.321, 0.379],
  "orbital_gap_ev": [5.5, 6.6],
  "homo_energy_ev": [-4.76, -9.25],
  "total_energy_ev": -82631.63866,
  "spin_multiplicity": 3,
  "de_lowest_kcal_mol": 11.8,
  "e_lumo_ha": [0.0276, -0.0966]
}


(2)
{
  "formula": "C13H30F9N3O5P",
  "method": "ωB97M-V/def2-TZVPD",
  "elements": ["C", "C", "O", "N", "H", "H", "C", "H", "H", "H", "H", "H", "H", "C", "C", "O", "N", "H", "H", "C", "H", "H", "H", "H", "H", "H", "C", "C", "O", "N", "H", "H", "C", "H", "H", "H", "H", "H", "H", "C", "O", "O", "C", "F", "F", "F", "C", "C", "H", "H", "H", "H", "H", "H", "P", "F", "F", "F", "F", "F", "F"],
  "xyz": [[1.239, -1.688, -1.955], [2.049, -2.844, -2.577], [1.612, -3.991, -2.484], [3.469, -2.558, -3.088], [3.905, -2.080, -2.313], [3.970, -3.435, -3.092], [3.476, -1.790, -4.435], [1.787, -0.884, -1.464], [0.596, -2.014, -1.137], [0.589, -1.338, -2.757], [2.492, -1.810, -4.903], [4.233, -2.140, -5.137], [3.476, -0.734, -4.168], [0.274, 3.124, -6.600], [-0.694, 2.376, -5.647], [-1.811, 2.057, -6.080], [-0.317, 2.216, -4.200], [-0.854, 1.429, -3.864], [0.676, 2.036, -4.168], [-0.706, 3.494, -3.390], [0.214, 2.773, -7.631], [1.310, 3.322, -6.325], [-0.133, 4.134, -6.621], [-0.214, 3.235, -2.453], [-1.794, 3.555, -3.363], [-0.294, 4.426, -3.777], [-2.986, 1.904, 3.708], [-4.164, 1.107, 3.869], [-5.200, 1.375, 3.254], [-4.169, -0.112, 4.818], [-4.058, 0.146, 5.788], [-5.094, -0.476, 4.643], [-3.205, -1.235, 4.345], [-3.132, 2.686, 2.963], [-2.270, 1.188, 3.305], [-2.635, 2.240, 4.684], [-3.308, -1.495, 3.291], [-3.450, -2.130, 4.918], [-2.163, -1.013, 4.575], [2.862, -0.819, 4.492], [2.456, -0.901, 3.116], [3.734, 0.269, 4.683], [1.631, -0.983, 5.624], [0.790, -0.005, 5.571], [1.022, -2.146, 5.454], [2.041, -1.097, 6.894], [2.106, -2.115, 2.527], [1.386, -2.017, 1.204], [1.164, -2.929, 0.650], [0.539, -1.335, 1.280], [2.188, -1.437, 0.749], [1.429, -2.684, 3.163], [2.996, -2.726, 2.377], [3.410, -1.735, 4.712], [-1.779, 1.079, -0.399], [-2.081, 2.693, -0.659], [-1.196, 1.202, 1.097], [-3.264, 0.931, 0.209], [-1.403, -0.440, -0.284], [-2.436, 0.852, -1.948], [-0.311, 1.293, -1.046]],
  "forces_ev_per_a": [[0.526, -0.037, -0.675], [-3.021, -3.046, 2.787], [2.512, 3.486, -1.299], [-1.117, -0.171, -0.679], [0.377, 0.957, 0.036], [0.045, -0.780, -0.660], [-0.834, 0.660, 0.829], [0.408, 0.174, -0.666], [-0.019, -0.644, -0.537], [-0.072, 0.401, 0.095], [-0.057, -1.065, 0.082], [0.087, 0.143, 0.508], [1.050, -0.048, -0.035], [-0.328, 0.423, 0.895], [-2.872, 0.050, -3.853], [3.933, 0.590, 2.679], [-0.970, 1.486, -1.591], [-0.424, -0.444, 0.810], [0.312, -0.006, 0.386], [0.612, -0.918, 0.432], [-0.178, -0.355, 0.317], [0.049, -0.658, 0.376], [-0.297, 0.163, -0.117], [-0.740, 0.521, 0.365], [0.213, -0.317, 0.259], [0.239, -0.452, -0.520], [1.648, -0.469, 0.303], [-4.762, 1.980, -2.538], [2.646, -2.153, 2.548], [0.793, -0.632, -2.485], [0.200, 0.021, 0.443], [-0.717, -0.116, 0.381], [0.152, -0.258, 0.986], [-0.134, -0.079, 0.360], [0.697, 0.243, -0.077], [0.275, 0.263, -0.095], [-0.378, 0.654, 0.012], [-0.185, 0.142, 0.062], [-0.223, 0.471, -0.039], [0.352, 0.361, 0.001], [-0.486, 1.965, 0.764], [-2.251, -2.248, -0.038], [2.422, -0.404, 0.021], [-1.386, 1.303, -0.475], [-0.865, -0.710, -1.399], [1.119, 0.854, -0.204], [-0.966, -2.985, 1.410], [1.303, 2.336, 0.200], [0.200, -0.101, 0.603], [-0.241, -0.252, -0.116], [-0.339, 0.158, -1.439], [0.232, -0.104, 0.556], [0.255, -0.124, 0.108], [0.687, -0.134, 0.284], [-1.946, 1.695, -1.178], [0.743, -1.001, 0.924], [0.157, 1.364, 0.124], [0.424, -0.418, -0.064], [-0.605, -2.058, -0.487], [1.031, -0.240, 0.839], [0.710, 0.559, -0.520]],
  "mulliken_charge": [-0.887, 0.242, -0.423, -0.094, 0.394, 0.387, -0.780, 0.468, 0.243, 0.401, 0.322, 0.366, 0.340, -1.000, 0.422, -0.420, 0.026, 0.259, 0.384, -0.877, 0.357, 0.362, 0.317, 0.342, 0.374, 0.396, -0.793, 0.452, -0.443, -0.051, 0.375, 0.394, -0.893, 0.303, 0.150, 0.400, 0.380, 0.388, 0.349, 0.031, -0.301, -0.322, 0.798, -0.252, -0.251, -0.262, -0.440, -0.949, 0.496, 0.262, 0.192, 0.338, 0.342, 0.346, 1.307, -0.385, -0.389, -0.337, -0.344, -0.425, -0.386],
  "orbital_gap_ev": [8.8, 8.6],
  "homo_energy_ev": [-14.61, -14.69],
  "total_energy_ev": -62406.61559,
  "spin_multiplicity": 2,
  "charge": 2,
  "e_lumo_ha": [-0.2117, -0.2230]
}


(3)
{
  "formula": "C7H9NO4",
  "method": "ωB97M-V/def2-TZVPD",
  "elements": ["C", "O", "C", "C", "C", "C", "C", "C", "O", "N", "O", "O", "H", "H", "H", "H", "H", "H", "H", "H", "H"],
  "xyz": [[-2.961, 1.136, -0.799], [-2.517, -0.176, -0.667], [-1.211, -0.352, -0.271], [-0.483, -1.418, -0.703], [1.008, -1.657, -0.308], [1.251, -1.524, 1.188], [1.364, -0.314, 1.661], [1.356, 0.809, 0.690], [1.363, 2.065, 1.071], [1.805, 0.539, -0.513], [2.278, 1.367, -1.320], [1.834, -0.754, -0.947], [-2.503, 1.577, -1.728], [-2.290, 1.729, -0.176], [-3.982, 1.266, -0.583], [-0.850, 0.503, 0.368], [-1.058, -2.137, -1.176], [1.223, -2.705, -0.796], [1.426, -2.426, 1.867], [1.258, -0.075, 2.747], [1.688, 2.547, 0.397]],
  "forces_ev_per_a": [[4.010, 1.431, -0.773], [0.314, -1.873, 0.293], [0.105, 0.342, -0.477], [0.342, 2.662, 2.534], [-2.274, -2.266, -0.019], [0.449, -3.319, 0.258], [-1.185, 2.471, 0.962], [1.443, -2.453, -0.003], [-2.063, -1.615, 4.333], [-0.403, 0.556, 0.719], [-0.307, 0.421, -0.066], [1.709, -0.029, -1.504], [-1.588, -0.581, -0.180], [-0.704, 0.431, 1.146], [-1.138, 0.047, -0.085], [-0.344, -1.116, -0.749], [-0.551, -1.467, -1.325], [0.199, 2.096, 1.251], [-0.676, 1.308, -1.162], [0.685, -0.132, -1.109], [1.979, 3.087, -4.044]],
  "mulliken_charge": [-0.727, -0.371, 0.033, -0.582, 0.333, -0.562, -0.139, 0.098, -0.455, 0.788, -0.835, -0.367, 0.296, 0.318, 0.299, 0.178, 0.434, 0.341, 0.286, 0.343, 0.290],
  "orbital_gap_ev": 8.5,
  "homo_energy_ev": -8.11,
  "total_energy_ev": -17078.29948,
  "smiles": "CO/C=C/[C@@H]1C=CC(O)=[N+]([O-])O1",
  "de_lowest_kcal_mol": 144.6,
  "e_lumo_ha": 0.0133
}


(4)
{
  "formula": "C16H19ClN2O5",
  "method": "ωB97M-V/def2-TZVPD",
  "elements": ["C", "O", "C", "C", "N", "C", "O", "N", "C", "O", "C", "O", "C", "O", "C", "C", "C", "C", "C", "Cl", "C", "C", "C", "C", "H", "H", "H", "H", "H", "H", "H", "H", "H", "H", "H", "H", "H", "H", "H", "H", "H", "H", "H"],
  "xyz": [[-3.333, -0.288, -2.879], [-3.319, 1.033, -2.381], [-2.092, 1.699, -2.510], [-0.984, 1.139, -1.599], [-1.426, 1.064, -0.229], [-1.728, -0.111, 0.357], [-1.573, -1.198, -0.146], [-2.311, 0.022, 1.640], [-1.971, 0.821, 2.696], [-2.692, 0.962, 3.649], [-0.597, 1.497, 2.617], [0.356, 0.740, 1.887], [0.666, -0.457, 2.431], [0.177, -0.850, 3.458], [1.679, -1.198, 1.634], [1.992, -0.650, 0.284], [2.765, 0.498, 0.157], [3.052, 1.022, -1.090], [2.568, 0.384, -2.221], [2.911, 1.040, -3.786], [1.803, -0.766, -2.114], [1.513, -1.275, -0.861], [1.731, -2.687, 1.885], [2.792, -1.819, 2.461], [-2.944, -0.324, -3.903], [-2.756, -0.969, -2.247], [-4.376, -0.597, -2.878], [-2.305, 2.737, -2.239], [-1.735, 1.669, -3.550], [-0.714, 0.126, -1.900], [-0.099, 1.777, -1.669], [-1.758, 1.917, 0.190], [-3.016, -0.675, 1.851], [-0.264, 1.630, 3.652], [-0.654, 2.471, 2.128], [3.143, 0.986, 1.042], [3.649, 1.915, -1.188], [1.436, -1.255, -3.003], [0.890, -2.151, -0.772], [1.981, -3.321, 1.050], [0.987, -3.090, 2.555], [3.775, -1.834, 2.016], [2.779, -1.633, 3.524]],
  "forces_ev_per_a": [[0.015, -0.076, 0.019], [-0.087, 0.096, 0.083], [0.245, -0.043, 0.142], [-0.233, -0.007, -0.313], [-0.061, 0.268, -0.115], [-0.136, 0.525, 0.270], [-0.021, -0.500, -0.171], [-0.388, -0.515, -0.145], [0.385, 0.301, -0.117], [-0.038, 0.077, 0.212], [-0.030, 0.042, 0.551], [0.186, -0.020, 0.018], [0.052, -0.137, 0.219], [-0.030, 0.047, 0.079], [-0.022, 0.000, -0.062], [0.118, -0.151, -0.159], [-0.049, -0.119, -0.130], [0.016, 0.056, -0.037], [-0.100, -0.159, 0.161], [0.036, 0.072, -0.170], [0.150, 0.084, -0.123], [0.112, 0.105, 0.133], [-0.075, 0.002, 0.080], [0.050, -0.024, 0.140], [-0.018, -0.008, -0.030], [-0.015, 0.018, -0.050], [0.034, -0.076, -0.052], [0.097, -0.017, -0.079], [-0.016, 0.059, 0.061], [0.032, 0.172, 0.021], [0.021, -0.083, -0.088], [-0.122, -0.160, 0.026], [0.123, 0.090, -0.043], [-0.159, 0.009, -0.221], [-0.015, -0.104, 0.036], [0.046, 0.061, 0.102], [0.057, 0.077, -0.039], [-0.037, -0.022, -0.105], [-0.058, -0.087, 0.023], [0.057, 0.051, -0.127], [-0.041, 0.060, 0.064], [0.015, 0.023, -0.127], [-0.094, 0.012, 0.064]],
  "mulliken_charge": [-0.526, -0.366, -0.737, -0.641, 0.321, 0.090, -0.622, 0.038, 0.528, -0.636, -0.593, -0.214, 0.410, -0.664, 0.489, 0.150, -0.121, -0.880, 0.415, -0.232, -0.909, 0.086, -0.741, -0.740, 0.291, 0.170, 0.231, 0.382, 0.375, 0.288, 0.279, 0.312, 0.263, 0.361, 0.352, 0.470, 0.433, 0.389, 0.311, 0.335, 0.287, 0.275, 0.291],
  "orbital_gap_ev": 9.7,
  "homo_energy_ev": -9.17,
  "total_energy_ev": -42640.82947,
  "smiles": "COCCNC(=O)NC(=O)COC(=O)C1(c2ccc(Cl)cc2)CC1",
  "de_lowest_kcal_mol": 0.0,
  "e_lumo_ha": 0.0188
}